Record 1
Computed, not measured: 15 unconnected molecules or ions with the total composition C60H165N15O15 at a distorted geometry, with ωB97M-V/def2-TZVPD.

Geometry as XYZ:
```
255
C60H165N15O15, DFT ωB97M-V/def2-TZVPD
O -9.4287 2.2517 -6.4439
O 3.6946 -8.1085 -8.0693
O -0.0060 3.1748 -11.7855
O 3.3384 -3.0270 8.1932
O -0.7289 -8.6465 7.6009
O 2.7983 9.1008 0.5713
O 7.5970 3.2000 7.1702
O 5.4327 3.1155 -1.4008
O 6.0274 -5.1873 -0.9622
O -6.6866 6.9595 1.8436
O 0.1793 -1.1138 0.1977
O -0.0031 -10.3015 -0.6004
O 0.1465 6.8094 6.2093
O -4.8431 -1.4637 5.0837
O -4.4680 -2.3274 -9.1819
N 1.8540 -2.2598 10.4701
N 0.6504 5.3128 -14.6771
N -5.6888 2.3168 -6.4381
N -1.8087 -6.1509 10.3158
N -2.3909 8.0897 8.6908
N 8.8310 4.2594 9.6345
N 0.8154 10.1653 -1.1377
N -3.1913 -9.1669 -2.2709
N -7.2401 3.8675 3.7589
N 2.6364 -4.8662 -9.5663
N -0.2569 1.3426 -2.4750
N -4.7919 -1.6648 8.7057
N 7.1507 -1.8225 -2.3653
N -5.2155 -5.6179 -7.7181
N 4.3319 2.9544 -4.0939
C 0.2431 -0.9992 -2.7689
C -1.1049 3.6261 -14.4511
C 4.7333 5.3102 -4.2913
C 4.8283 4.2687 -2.0543
C -7.5306 7.9910 1.3061
C -0.0894 4.4825 -13.7498
C -1.8373 -7.9263 -0.7615
C -7.0452 2.4065 -5.9119
C -8.1429 2.5653 -7.0447
C 3.8102 9.3370 1.5292
C 4.7884 -5.4425 -1.5648
C 3.4417 -6.7016 -8.0194
C -0.9797 -7.0588 9.4872
C 4.2034 -8.7221 -6.8653
C -4.4781 -4.4059 -7.9154
C -2.4235 8.6133 6.3969
C 1.6561 9.8077 1.0574
C 0.7867 3.6801 -12.8187
C 0.7095 2.4509 -10.7346
C -2.9581 -4.6882 -7.8759
C -7.0127 3.5802 -4.8960
C -7.3905 5.8015 2.2193
C 0.3714 9.6795 0.1419
C -0.2656 5.5098 5.8606
C -5.6507 4.0281 1.9129
C 3.8242 -3.3192 9.5196
C 7.1217 4.3709 7.9542
C -1.6882 -7.9334 8.3905
C -6.4602 4.7768 2.9325
C -2.0115 7.5168 7.3912
C -0.3805 -8.0954 6.3999
C -0.4381 7.3636 7.4098
C -0.0998 -7.8652 10.4112
C -5.0931 -3.6356 -9.1099
C 6.3636 -3.7773 -1.0324
C 7.3427 4.3887 9.4778
C 7.5954 -4.0676 -3.3027
C -0.0959 8.2536 -0.0069
C 3.0615 -6.2413 -9.4837
C 3.9594 -3.7943 7.2039
C -10.4519 1.8625 -7.3743
C -1.4168 -10.4306 -1.0011
C -4.9976 -1.6755 -10.3326
C -0.4108 0.0919 -1.8153
C 6.6460 -3.1767 -2.4344
C 4.1244 -6.4267 -10.5536
C 0.2328 0.1918 -0.4347
C -4.5784 -2.0405 6.3473
C 0.4258 -1.0593 1.5956
C 0.4720 -11.5171 -0.0304
C 6.7316 5.6990 10.0400
C 3.2812 -2.2432 10.5022
C 6.8038 2.0391 7.4678
C -1.8561 -9.0985 -1.7079
C 5.1606 3.1583 -0.0053
C -4.7406 -0.9882 7.4304
C -4.8114 -2.3451 3.9813
C -3.5160 -0.0594 7.4995
C 3.6161 -2.5078 11.9783
C 5.0967 4.0649 -3.5686
H 5.9778 2.5718 0.4145
H 0.5179 -8.3529 5.8390
H 5.1234 -8.3150 -6.4459
H -7.2747 1.4575 -5.4274
H -2.5023 -5.3346 -8.6259
H -2.2664 -7.2226 7.8000
H 7.7618 -3.5628 -4.2543
H 4.7368 -3.1319 6.8232
H -8.0091 1.8100 -7.8191
H -0.0448 -11.7462 0.9015
H 0.3526 -2.0585 2.0248
H 6.8232 3.6074 10.0326
H 4.6727 -2.5821 12.2355
H -5.7079 -2.0471 8.8924
H -2.2394 -7.0215 -1.2174
H 5.7541 2.0505 7.1745
H -2.5071 6.5592 7.2317
H 5.3832 6.1146 -3.9467
H -2.6298 -5.0770 -6.9120
H 3.3067 -1.6541 12.5812
H -2.3973 -3.7556 -7.9376
H -10.1671 1.3016 -8.2645
H -3.6501 -2.6041 6.4415
H -7.7915 3.4106 -4.1525
H 4.2209 2.7440 0.3599
H -0.3600 -0.4700 2.0682
H -4.6559 -2.1412 -11.2570
H -6.7261 3.0029 3.8510
H 0.0327 1.9552 -10.0386
H -8.4643 8.1809 1.8355
H -2.2070 -5.4398 9.7193
H 5.2131 5.2255 -1.7012
H 1.3576 9.4265 2.0340
H -0.7983 -7.7409 -0.4892
H -2.1200 8.3789 5.3766
H 7.3704 6.5471 9.7935
H -4.8466 3.4829 2.4071
H -4.8483 -4.1570 -10.0353
H -4.5720 -0.6721 -10.3379
H -1.9972 9.0033 8.8652
H -3.3344 0.4983 6.5807
H 1.7947 -4.6796 -9.0401
H -5.2331 4.7523 1.2134
H 3.7629 4.3400 -1.8353
H 5.1041 -6.1724 -10.1493
H 0.0503 5.2349 4.8543
H -7.7699 7.7618 0.2677
H 4.9313 5.2200 -5.3594
H -5.7506 5.3240 3.5532
H -5.6893 -0.4761 7.2699
H 0.4664 -7.2499 11.1104
H -4.7712 -0.8917 9.3553
H -8.0828 3.5071 -7.5902
H -1.4628 -0.1516 -1.6665
H 5.7096 5.8534 9.6941
H -0.9819 8.3531 -0.6339
H 4.7371 8.8375 1.2473
H -0.5817 5.1900 -13.0826
H -5.1636 -5.8598 -6.7388
H 3.7022 5.6042 -4.0954
H 1.3247 -0.9650 -2.6389
H -1.9282 3.4071 -13.7711
H 6.1717 3.9695 -3.7213
H 1.5761 4.2969 -12.3893
H 1.2694 3.1770 -10.1452
H 9.1712 3.6829 8.8782
H -2.6572 -6.6427 10.5574
H 3.6888 -1.2466 10.3327
H 1.4662 1.7555 -11.0980
H 3.9610 -5.9150 -11.5021
H 4.5287 2.1676 -3.4919
H 0.6226 -8.4232 9.8154
H -2.6183 -0.6263 7.7463
H -2.0226 9.6107 6.5769
H -7.9758 3.5565 3.1408
H 8.6017 -4.1731 -2.8973
H -0.0735 5.7890 -15.1960
H 6.8323 1.8589 8.5424
H 5.7223 -3.1038 -3.0086
H 1.3933 -0.6091 1.8180
H 3.4394 -4.3121 9.7527
H 2.2013 -6.8654 -9.7261
H -5.7962 1.4322 -6.9135
H 7.2973 -5.1031 -3.4670
H 1.4991 -11.4865 0.3333
H -6.0713 3.7426 -4.3710
H -0.6746 -8.6039 10.9699
H 7.2850 -3.6831 -0.4577
H 5.5967 -3.1530 -0.5738
H 1.8624 10.8712 1.1785
H -4.6054 -3.7409 -7.0612
H 4.4315 -9.7667 -7.0772
H 1.1168 6.0371 -14.1499
H -8.0906 6.2028 2.9520
H 9.2273 5.1507 9.3724
H -6.3085 3.2940 1.4477
H 0.0521 -0.8633 -3.8334
H -0.6450 2.7083 -14.8176
H 4.2550 -7.5064 -10.6256
H -5.1576 -1.8296 3.0855
H -0.4664 -7.0116 6.4786
H 4.2409 -6.0586 -7.6506
H -1.1885 -8.4070 5.7378
H -11.3123 1.3829 -6.9077
H -3.5072 8.6802 6.3003
H -5.4535 -3.2096 4.1500
H 0.6067 7.6073 -0.5330
H -0.0028 4.7021 6.5437
H -3.4954 0.7049 8.2763
H 1.2779 0.4726 -0.5651
H 0.7006 1.4484 -2.7782
H -3.1625 -9.9289 -2.9332
H 1.2576 11.0456 -0.9150
H 6.0705 4.5148 7.7045
H -1.1591 -8.8656 -2.5129
H -2.4012 -8.2015 0.1297
H -2.4012 -8.6000 8.8756
H -0.3092 10.3917 0.6085
H -4.8368 -6.4019 -8.2300
H 2.5567 -4.5584 -10.5249
H -0.0467 6.8046 8.2598
H 3.4417 -8.6731 -6.0872
H 2.6458 -6.3555 -7.3601
H -6.0874 -1.6604 -10.3446
H 7.5424 5.2987 7.5666
H -1.4993 4.2316 -15.2671
H 5.3618 4.1616 0.3702
H 6.7655 5.5044 11.1120
H -1.3430 5.3995 5.7375
H 4.7318 -5.0295 -2.5719
H 1.3218 2.8292 -13.2404
H -5.4056 -2.7203 6.5515
H 4.4430 -4.7256 7.4986
H -0.1308 -1.9982 -2.5446
H -2.0300 7.5155 9.4393
H -0.5779 2.1109 -1.9033
H 4.6187 -6.5182 -1.6101
H 1.6286 -3.2157 10.7059
H 0.3613 -12.4125 -0.6420
H -8.0013 5.4054 1.4081
H -0.2292 0.9342 0.2160
H 6.4409 -1.1582 -2.0914
H -5.0072 2.2460 -5.6961
H -0.3288 -6.3698 8.9491
H -7.2030 4.5740 -5.3015
H -6.1695 -3.5408 -8.9669
H 0.0224 8.3515 7.4058
H 4.7831 2.5963 -4.9235
H 3.6121 8.7556 2.4297
H -3.7866 -2.6148 3.7262
H 1.5291 -2.1624 9.5188
H -7.0062 8.9458 1.2697
H 7.2704 1.2123 6.9322
H 3.9197 -5.0303 -1.0514
H -10.7906 2.8366 -7.7273
H 7.5298 -1.5320 -3.2552
H -3.7881 -9.5328 -1.5428
H 3.0686 -3.3315 12.4365
H 4.8971 -3.4309 9.6766
H 4.0638 10.3648 1.7889
H -1.6687 -11.3338 -1.5569
H 3.4108 -4.0327 6.2927
H -1.9609 -10.5131 -0.0603
H -0.4422 7.8091 0.9262
H 1.6383 9.5960 -1.2752
```

Values from the calculation:
Net charge = 0
HOMO-LUMO gap = 9.00 eV
Calculated total energy = -4334.404268 Eh

Löwdin population analysis, charges in e, atoms 1 to 2: O -0.206; O -0.185

Record 2
Computed, not measured: a molecular structure, C60H47NiP3Si, with ωB97M-V/def2-TZVPD.

Geometry as XYZ:
```
112
C60H47NiP3Si, DFT ωB97M-V/def2-TZVPD
Ni 0.0057 -0.4850 -0.1714
P -1.5515 -1.2026 1.5100
P -1.8128 1.3113 -0.9666
P 2.3622 0.2063 -0.8129
Si 0.3869 1.3073 1.1287
C -0.1037 -2.7506 3.2626
C 3.4842 4.1045 -1.7145
C -1.2013 0.8604 -2.6415
C -0.1919 -0.8793 -4.0005
C 2.6542 1.6361 2.9718
C -5.6106 1.3333 -2.5428
C 4.3586 0.2495 1.2634
C 2.1998 3.2343 -3.5452
C 3.9602 1.3657 3.3627
C -4.2424 2.6232 -0.5047
C -5.9827 -1.4660 0.1984
C 2.0472 2.0371 -2.8625
C 5.5086 -2.1892 -3.2231
C -5.5843 2.8957 -0.7204
C -1.2249 1.6988 -3.7537
C -0.8252 2.2361 3.6122
C -1.2629 -2.7240 2.4840
C 2.4615 -4.0505 0.6489
C 2.6087 1.8565 -1.5984
C -1.5408 2.0530 4.7860
C -2.0913 -3.8408 2.4727
C 1.9644 -2.7501 0.6578
C 1.8154 -5.0418 -0.0783
C -1.0712 2.9545 -0.6288
C 3.3189 -1.9863 -2.2498
C 0.8024 -2.3853 -0.0307
C -0.7463 1.2503 -4.9759
C 0.1631 -3.4138 -0.7348
C -0.7550 1.2265 2.6428
C 0.6579 -4.7173 -0.7737
C 4.2466 -2.7128 -2.9868
C 0.6760 4.1577 0.5136
C -3.3349 -1.2940 1.0981
C -2.1728 -0.1483 4.0544
C -1.7637 -4.9661 3.2208
C -0.7961 5.3190 -0.9952
C 3.3281 2.9051 -1.0303
C 4.9094 -0.2006 -2.0082
C -2.1972 0.8472 5.0174
C 2.9208 4.2737 -2.9704
C -5.0107 -2.3010 -0.3372
C -1.4779 4.1370 -1.2453
C 3.6461 -0.7308 -1.7398
C -5.6272 -0.5329 1.1589
C 3.0631 0.5486 0.8515
C 5.8366 -0.9277 -2.7386
C -3.6993 -2.2040 0.0995
C -6.2717 2.2537 -1.7419
C 2.1821 1.2280 1.7223
C -4.3128 -0.4414 1.6042
C -0.6881 -0.4278 -2.7846
C -1.4785 0.0462 2.8559
C -3.5602 1.7222 -1.3248
C -4.2641 1.0649 -2.3338
C -0.2282 -0.0360 -5.1010
C 0.2867 5.3276 -0.1248
C -0.6097 -4.9849 3.9870
C -0.0011 2.9592 0.2829
C 0.2195 -3.8703 4.0094
C 4.8027 0.6582 2.5153
H -2.6973 -1.0828 4.2264
H -2.9384 -2.8415 -0.3415
H -0.6948 -1.1091 -1.9287
H -1.1070 6.2355 -1.4819
H -7.0073 -1.5311 -0.1471
H 2.5065 -2.0089 1.2386
H 6.2376 -2.7569 -3.7892
H 3.7635 2.7957 -0.0440
H 5.8122 0.4203 2.8294
H 5.1590 0.7981 -1.6670
H 1.7494 3.3592 -4.5233
H 6.8137 -0.5054 -2.9406
H -7.3209 2.4647 -1.9089
H -3.7521 0.3518 -2.9698
H 1.4882 1.2259 -3.3142
H 0.1528 -0.3758 -6.0561
H 0.5477 -1.8837 3.2750
H -3.0043 -3.8384 1.8937
H -1.6181 2.7047 -3.6640
H 1.5202 4.1740 1.1973
H 2.2037 -6.0534 -0.0995
H 3.3616 -4.2885 1.2093
H 1.1236 -3.8799 4.6055
H -4.0552 0.3044 2.3441
H -0.3556 -5.8643 4.5664
H 3.0466 5.2101 -3.5013
H -6.1429 0.8225 -3.3364
H 1.9848 2.1435 3.6599
H 0.2149 -1.8799 -4.0855
H -3.7116 3.1292 0.2944
H 0.8249 6.2515 0.0556
H -2.7338 0.6917 5.9470
H 5.0213 -0.3189 0.6237
H 0.1317 -5.4785 -1.3430
H -5.2722 -3.0184 -1.1059
H -6.0982 3.6100 -0.0881
H -0.7616 -3.2150 -1.2794
H -2.4193 -5.8290 3.2070
H -0.7681 1.9081 -5.8367
H 2.3375 -2.4019 -2.0527
H 4.3164 1.6875 4.3348
H 3.9819 -3.6926 -3.3670
H -1.5828 2.8427 5.5278
H -6.3758 0.1372 1.5640
H -0.3083 3.1779 3.4429
H 4.0440 4.9139 -1.2608
H -2.3279 4.1411 -1.9175
```

Values from the calculation:
Net charge = 0
2S+1 = 3
HOMO-LUMO gap (spin up / spin down) = 6.20 / 7.98 eV
Calculated total energy = -5136.477533 Eh
Expectation value of S² = 2.020

Löwdin population analysis, charges in e, atoms 1 to 2: Ni -0.020; P 1.071